# 1
195
Properties=species:S:1:pos:R:3 method="wB97M-V/def2-TZVPD" orbital_gap_ev=8.48 lumo_ev=0.39 homo_ev=-8.087 charge=0
C 5.655 15.527 28.830
O 5.275 14.191 28.615
H 5.338 16.152 27.981
H 5.113 15.975 29.665
H 6.722 15.722 28.982
H 5.779 13.884 27.842
C 6.675 11.348 30.091
O 7.423 10.756 29.019
H 6.151 12.231 29.721
H 5.977 10.652 30.566
H 7.378 11.584 30.892
H 6.807 10.271 28.458
C 3.399 12.676 19.135
O 2.105 12.734 19.717
H 3.561 13.245 18.216
H 4.153 12.987 19.859
H 3.543 11.608 18.941
H 1.527 12.102 19.289
C 7.040 10.559 20.858
O 7.476 10.287 19.541
H 7.894 10.410 21.520
H 6.447 11.446 21.068
H 6.422 9.699 21.170
H 6.955 10.736 18.873
C 2.240 18.265 24.967
O 2.167 18.878 26.239
H 3.248 17.873 24.855
H 1.552 17.417 24.856
H 1.928 18.933 24.158
H 1.269 18.866 26.574
C 3.083 7.113 26.424
O 2.451 6.359 27.463
H 2.286 7.779 26.100
H 3.906 7.715 26.808
H 3.425 6.443 25.634
H 3.060 5.692 27.790
C -0.032 12.605 23.485
O -1.214 13.373 23.681
H 0.301 12.142 24.409
H -0.098 11.898 22.656
H 0.743 13.337 23.218
H -1.534 13.703 22.840
O 8.725 13.044 27.859
H 8.406 12.186 28.194
H 8.758 13.628 28.624
C 8.855 16.027 18.159
C 7.812 15.362 19.093
C 8.441 15.728 20.466
C 7.515 15.519 21.643
C 6.242 16.304 21.332
C 5.532 16.015 19.999
N 6.539 16.034 18.937
O 6.009 15.894 17.620
C 4.808 14.654 20.099
C 4.464 17.069 19.763
C 7.903 13.839 18.865
H 8.617 17.084 18.026
H 8.814 15.603 17.146
H 9.893 15.900 18.456
H 9.348 15.123 20.562
H 8.790 16.763 20.490
H 8.008 15.864 22.555
H 7.231 14.489 21.881
H 6.380 17.385 21.427
H 5.495 16.022 22.084
H 5.587 13.897 20.228
H 4.167 14.531 20.971
H 4.320 14.450 19.145
H 3.636 17.012 20.466
H 4.810 18.106 19.697
H 4.066 16.921 18.753
H 7.437 13.632 17.896
H 7.359 13.281 19.626
H 8.912 13.440 18.768
H 6.195 16.767 17.256
C 5.217 6.914 20.252
C 3.932 7.548 19.695
C 4.294 8.431 18.467
C 4.497 7.635 17.182
C 3.438 6.546 16.931
C 3.157 5.666 18.142
N 2.944 6.544 19.286
O 2.517 5.814 20.418
C 1.837 4.935 17.870
C 4.296 4.644 18.294
C 3.262 8.499 20.681
H 6.022 6.938 19.517
H 5.067 5.897 20.605
H 5.559 7.497 21.112
H 3.506 9.162 18.270
H 5.196 8.985 18.736
H 5.494 7.187 17.209
H 4.436 8.307 16.324
H 3.816 6.022 16.049
H 2.527 7.032 16.569
H 0.965 5.591 17.894
H 1.848 4.405 16.916
H 1.607 4.160 18.607
H 4.269 3.990 17.420
H 5.296 5.076 18.289
H 4.162 4.078 19.215
H 2.875 7.978 21.558
H 2.451 9.087 20.246
H 3.928 9.277 21.070
H 1.566 5.963 20.441
C 10.435 14.269 23.775
C 10.921 12.834 23.649
C 12.455 12.859 23.557
C 13.081 11.499 23.827
C 12.595 10.823 25.098
C 11.079 10.760 25.141
N 10.577 12.120 24.878
O 9.174 12.243 25.077
C 10.572 9.633 24.211
C 10.622 10.420 26.568
C 10.312 12.242 22.349
H 10.843 14.924 22.999
H 10.924 14.712 24.653
H 9.363 14.412 23.879
H 12.739 13.075 22.523
H 12.908 13.605 24.211
H 14.161 11.620 23.959
H 12.913 10.807 22.999
H 13.007 11.278 26.004
H 13.013 9.811 25.072
H 10.967 8.667 24.528
H 9.482 9.590 24.187
H 10.880 9.777 23.175
H 9.550 10.277 26.674
H 11.126 9.508 26.905
H 10.997 11.168 27.271
H 9.822 12.950 21.676
H 9.496 11.537 22.535
H 11.055 11.672 21.786
H 9.083 12.355 26.039
C 4.506 10.469 25.988
C 5.404 11.069 24.900
C 4.830 10.774 23.523
C 3.660 11.679 23.078
C 4.093 13.132 23.211
C 4.571 13.498 24.625
N 5.551 12.518 25.078
O 6.068 12.855 26.338
C 5.276 14.855 24.511
C 3.330 13.612 25.517
C 6.808 10.454 24.991
H 3.462 10.340 25.702
H 4.582 10.911 26.982
H 4.907 9.462 26.158
H 5.515 10.863 22.677
H 4.494 9.734 23.582
H 2.792 11.469 23.714
H 3.358 11.365 22.079
H 3.275 13.788 22.909
H 4.885 13.302 22.472
H 6.267 14.790 24.071
H 4.612 15.509 23.933
H 5.279 15.412 25.453
H 2.647 14.353 25.094
H 2.794 12.669 25.617
H 3.599 13.953 26.519
H 7.217 10.551 25.996
H 7.485 10.949 24.295
H 6.694 9.410 24.700
H 7.004 13.022 26.150
C 8.040 7.403 26.229
C 8.676 6.079 26.625
C 10.118 6.353 27.039
C 10.779 5.266 27.914
C 9.891 4.985 29.120
C 8.430 4.647 28.756
N 7.901 5.530 27.740
O 6.530 5.409 27.494
C 8.414 3.195 28.199
C 7.617 4.676 30.048
C 8.669 5.127 25.421
H 8.409 7.763 25.262
H 8.140 8.226 26.936
H 6.970 7.300 26.024
H 10.727 6.526 26.150
H 10.165 7.277 27.626
H 11.783 5.620 28.141
H 10.893 4.394 27.261
H 9.933 5.881 29.741
H 10.230 4.088 29.639
H 9.072 3.093 27.339
H 8.670 2.518 29.019
H 7.420 2.849 27.895
H 7.623 5.719 30.390
H 6.557 4.466 29.914
H 8.060 4.101 30.858
H 8.872 5.750 24.539
H 7.669 4.765 25.157
H 9.384 4.310 25.353
H 6.397 4.494 27.178

***

# 2
6
Properties=species:S:1:pos:R:3 method="wB97M-V/def2-TZVPD" orbital_gap_ev=9.74 lumo_ev=-0.11 de_lowest_kj_mol=73.8 smiles=N#CNS homo_ev=-9.851 charge=0
N 0.240 -2.972 -0.373
C 0.415 -1.751 -0.245
N 0.466 -0.434 -0.246
S -0.260 0.492 1.084
H 1.025 0.137 -0.858
H -1.427 0.597 0.214